Record 1
Computed, not measured: C5H14AlClOY as an isolated structure at a distorted geometry, with the ωB97M-V functional and the def2-TZVPD basis.

The charge is -1. The energy relative to the best compared isomer or geometry (same formula, charge and spin) comes out at 0.0 kJ/mol.

Positions of all 23 atoms, in Å:
H (-0.399, -1.377, -4.625)
H (-2.566, -2.532, 0.450)
Y (-0.197, -1.149, 1.077)
H (-1.435, -0.428, -3.534)
H (1.047, 0.843, -0.373)
O (-0.010, 0.128, 2.608)
C (2.150, 1.260, -3.453)
H (-2.969, -1.527, 1.856)
H (0.928, 1.586, 3.687)
H (-0.582, 0.595, -0.953)
H (-2.975, -0.816, 0.224)
H (3.199, 0.951, -3.545)
H (2.111, 2.139, -2.799)
H (-0.432, 0.399, -4.741)
C (0.078, 0.901, 3.776)
H (0.233, 0.237, 4.634)
H (-0.846, 1.477, 3.914)
Cl (2.380, -1.997, -3.223)
C (0.390, 0.057, -0.822)
Al (1.085, -0.308, -2.775)
C (-2.458, -1.525, 0.884)
C (-0.462, -0.449, -4.042)
H (1.797, 1.572, -4.446)


Record 2
Computed, not measured: a 2-piece molecular cluster, C3H7O2S overall at a distorted geometry, with the ωB97M-V functional and the def2-TZVPD basis.

The charge is -1. The energy relative to the best compared isomer or geometry (same formula, charge and spin) comes out at 104.5 kJ/mol.

Positions of all 13 atoms, in Å:
H (-0.525, -0.146, -0.732)
S (-2.997, -0.446, -0.295)
H (-1.079, -0.163, 1.042)
H (3.126, -0.014, 1.040)
O (2.627, 1.736, 0.069)
H (-2.896, -2.674, 0.636)
H (-1.688, -2.367, -0.756)
C (3.483, 0.964, 0.526)
C (-1.290, 0.093, -0.003)
C (-2.696, -2.266, -0.360)
H (-1.284, 1.183, 0.114)
O (4.719, 0.890, 0.364)
H (-3.425, -2.670, -1.071)


What is the charge in the first record? -1